(1)
# C43H45F6FeOP3Si

A molecular structure, C43H45F6FeOP3Si (ωB97M-V with the def2-TZVPD basis set, the OMol25 dataset).

Values from the calculation:
**Relative energy (zero: lowest compared OMol25 entry of this formula, charge and spin)**: 15.6 kcal per mole
**Charge**: +2
**LUMO energy (spin up / spin down)**: -8.388 / -7.837 eV
**Gap between HOMO and LUMO (spin up / spin down)**: 5.3083 / 5.9026 eV
**2S+1**: 5

Structure (XYZ):
```
100
C43H45F6FeOP3Si ωB97M-V with the def2-TZVPD basis set
Fe -3.245 -20.395 -2.022
C -5.542 -19.651 1.352
C -5.167 -21.078 0.951
P -3.531 -21.536 1.479
C -2.308 -22.072 0.314
C -0.977 -21.977 0.689
C -0.003 -22.386 -0.153
C -0.307 -22.948 -1.399
C -1.646 -23.221 -1.723
C -2.649 -22.734 -0.842
C -3.385 -22.337 3.034
C -2.358 -23.310 3.260
C -2.398 -24.078 4.418
C -3.373 -23.765 5.436
C -4.318 -22.715 5.233
C -4.265 -22.016 4.058
C -5.398 -18.742 0.135
P -3.638 -18.594 -0.608
C -4.010 -17.285 -1.871
C -3.064 -16.285 -2.108
C -3.277 -15.345 -3.128
C -4.446 -15.398 -3.891
C -5.402 -16.416 -3.647
C -5.112 -17.415 -2.716
C -2.417 -18.045 0.646
C -2.938 -17.674 1.904
C -2.027 -17.402 2.883
C -0.694 -17.537 2.680
C -0.130 -17.871 1.433
C -1.036 -18.192 0.358
H -4.978 -19.280 2.137
H -6.634 -19.703 1.546
H -5.139 -21.131 -0.136
H -5.835 -21.930 1.234
H -0.782 -21.497 1.635
H 1.073 -22.322 0.107
H 0.426 -23.177 -2.166
H -2.056 -23.686 -2.590
H -3.655 -22.929 -1.037
H -1.612 -23.555 2.514
H -1.727 -24.901 4.604
H -3.263 -24.331 6.381
H -5.158 -22.509 6.010
H -5.016 -21.216 3.904
H -5.799 -17.756 0.280
H -5.946 -19.118 -0.708
H -2.111 -16.215 -1.515
H -2.536 -14.594 -3.331
H -4.769 -14.627 -4.558
H -6.368 -16.399 -4.124
H -5.984 -18.035 -2.640
H -4.014 -17.508 2.073
H -2.445 -17.067 3.829
H 0.001 -17.374 3.491
H 0.953 -17.947 1.287
H -0.744 -18.537 -0.609
F -1.669 -19.667 -2.130
P -0.435 -18.342 -4.223
F 0.189 -17.807 -5.542
F -0.064 -17.143 -3.261
F 0.592 -19.189 -3.519
F -1.948 -17.888 -4.159
F -0.996 -19.634 -4.958
C -6.420 -20.626 -5.411
C -7.164 -21.374 -4.258
C -8.024 -22.525 -4.841
C -8.244 -20.361 -3.716
Si -5.880 -22.078 -3.044
O -5.013 -20.845 -2.340
C -4.618 -23.119 -3.957
C -4.558 -24.533 -4.110
C -3.506 -25.055 -4.848
C -2.535 -24.265 -5.391
C -2.689 -22.897 -5.423
C -3.772 -22.337 -4.742
C -6.580 -23.087 -1.561
C -5.828 -24.113 -1.024
C -6.148 -24.560 0.265
C -7.200 -24.096 0.997
C -7.959 -23.015 0.515
C -7.627 -22.536 -0.751
H -7.174 -20.220 -6.131
H -5.846 -21.297 -6.032
H -5.825 -19.814 -5.044
H -8.807 -22.143 -5.502
H -8.547 -23.058 -4.042
H -7.452 -23.251 -5.417
H -8.696 -19.751 -4.533
H -7.854 -19.675 -2.956
H -9.022 -20.973 -3.232
H -5.318 -25.118 -3.709
H -3.529 -26.208 -4.961
H -1.612 -24.715 -5.778
H -1.983 -22.249 -5.961
H -3.888 -21.309 -4.745
H -5.036 -24.625 -1.567
H -5.639 -25.309 0.762
H -7.520 -24.480 1.938
H -8.772 -22.557 1.048
H -8.305 -21.810 -1.231
```

(2)
# C43H45I2NO12P

6 unconnected molecules or ions with the total composition C43H45I2NO12P (ωB97M-V with the def2-TZVPD basis set, the OMol25 dataset).

Values from the calculation:
**Charge**: 0
**LUMO energy (spin up / spin down)**: -1.805 / -1.805 eV
**Gap between HOMO and LUMO (spin up / spin down)**: 6.1345 / 6.3105 eV
**2S+1**: 2

Structure (XYZ):
```
104
C43H45I2NO12P ωB97M-V with the def2-TZVPD basis set
C 2.131 -1.878 0.703
C 2.523 -0.743 -0.247
I 4.645 -0.410 -0.128
C 1.664 0.531 -0.293
I -0.316 -0.212 -0.846
C 1.674 1.643 0.815
P 1.671 1.159 2.624
C 0.237 0.021 2.885
O 3.011 0.189 2.819
C 2.954 2.515 0.607
C 2.864 4.053 0.401
C 3.505 4.384 -0.950
C 3.728 4.781 1.456
N 1.493 4.659 0.409
O 1.121 5.193 -0.690
C 0.418 3.951 1.156
C -0.919 4.567 0.705
C 0.461 4.155 2.669
C 0.390 2.502 0.645
H 2.808 -1.969 1.545
H 1.109 -1.798 1.065
H 2.198 -2.823 0.163
H 2.446 -1.142 -1.254
H 1.952 1.034 -1.215
H -0.503 0.070 2.090
H -0.247 0.370 3.798
H 0.556 -1.010 3.030
H 2.834 -0.444 3.521
H 3.482 2.121 -0.256
H 3.622 2.325 1.449
H 3.590 5.455 -1.112
H 4.513 3.963 -0.943
H 2.975 3.911 -1.775
H 3.620 4.353 2.447
H 3.430 5.829 1.464
H 4.769 4.767 1.133
H -1.678 4.213 1.409
H -0.889 5.650 0.771
H -1.222 4.233 -0.284
H -0.067 5.061 2.964
H -0.008 3.316 3.180
H 1.468 4.202 3.070
H -0.471 2.012 1.096
H 0.242 2.604 -0.432
C 5.090 1.113 -5.053
C 4.868 1.870 -6.124
C 3.652 2.718 -6.229
O 3.448 3.406 -7.204
C 2.696 2.687 -5.092
C 2.920 1.928 -4.023
C 4.134 1.081 -3.918
O 4.347 0.389 -2.943
H 5.968 0.488 -4.952
H 5.550 1.909 -6.963
H 1.818 3.313 -5.189
H 2.233 1.892 -3.187
C -2.091 -3.776 -1.041
C -2.965 -4.465 -1.767
C -3.972 -5.342 -1.129
O -4.779 -5.964 -1.794
C -3.972 -5.432 0.353
C -3.096 -4.748 1.082
C -2.085 -3.865 0.442
O -1.288 -3.242 1.109
H -1.349 -3.125 -1.485
H -2.990 -4.413 -2.848
H -4.720 -6.080 0.794
H -3.072 -4.796 2.164
C -5.141 -9.538 -2.016
C -6.038 -8.849 -1.316
C -7.188 -9.526 -0.666
O -8.007 -8.902 -0.026
C -7.300 -11.000 -0.825
C -6.402 -11.686 -1.526
C -5.250 -11.010 -2.177
O -4.432 -11.639 -2.813
H -4.296 -9.065 -2.500
H -5.971 -7.777 -1.193
H -8.147 -11.469 -0.341
H -6.460 -12.759 -1.658
C -4.528 0.714 -2.673
C -5.727 1.242 -2.903
C -6.934 0.384 -3.035
O -8.026 0.861 -3.246
C -6.749 -1.085 -2.899
C -5.549 -1.612 -2.669
C -4.347 -0.752 -2.538
O -3.251 -1.229 -2.325
H -3.634 1.316 -2.572
H -5.887 2.307 -3.004
H -7.641 -1.690 -2.998
H -5.393 -2.679 -2.569
C 5.350 6.201 6.835
C 4.337 6.377 5.991
C 3.757 5.235 5.243
O 2.836 5.385 4.468
C 4.344 3.889 5.469
C 5.357 3.714 6.313
C 5.940 4.856 7.064
O 6.860 4.698 7.835
H 5.793 7.016 7.393
H 3.890 7.345 5.806
H 3.899 3.074 4.909
H 5.804 2.745 6.496
```

(3)
# C43H46BIN6PPdSe

A molecular structure, C43H46BIN6PPdSe (ωB97M-V with the def2-TZVPD basis set, the OMol25 dataset).

Values from the calculation:
**Relative energy (zero: lowest compared OMol25 entry of this formula, charge and spin)**: 3.1 kcal per mole
**Charge**: +3
**LUMO energy (spin up / spin down)**: -6.906 / -10.882 eV
**Gap between HOMO and LUMO (spin up / spin down)**: 8.0847 / 4.4170 eV
**2S+1**: 5

Structure (XYZ):
```
100
C43H46BIN6PPdSe ωB97M-V with the def2-TZVPD basis set
Pd 1.115 -0.211 -0.073
B -0.839 -3.082 -1.202
N -0.324 -2.101 -2.186
C -0.454 -2.292 -3.543
C 0.110 -1.231 -4.180
C 0.569 -0.398 -3.137
N 0.290 -0.922 -1.947
N -0.538 -2.909 0.235
C -0.849 -3.872 1.173
C -0.483 -3.411 2.396
C 0.053 -2.128 2.144
N 0.003 -1.833 0.851
H -2.088 -3.197 -1.345
H -0.521 -4.232 -1.555
H -0.937 -3.177 -3.935
H 0.186 -1.062 -5.242
H 1.086 0.547 -3.204
H -1.313 -4.804 0.879
H -0.582 -3.912 3.346
H 0.455 -1.411 2.842
I 2.049 1.474 1.779
C 3.687 0.615 2.812
C 3.760 1.149 4.066
C 4.855 0.859 4.899
C 5.860 0.088 4.410
C 5.795 -0.471 3.109
C 6.893 -1.245 2.664
C 6.889 -1.845 1.445
C 5.748 -1.721 0.639
C 4.652 -0.974 1.015
P 3.329 -1.143 -0.217
C 3.059 -2.906 -0.432
C 3.207 -3.766 0.657
C 2.908 -5.113 0.521
C 2.465 -5.609 -0.698
C 2.297 -4.754 -1.780
C 2.573 -3.400 -1.648
C 3.935 -0.414 -1.756
C 3.743 0.959 -1.938
C 4.231 1.591 -3.073
C 4.908 0.855 -4.037
C 5.104 -0.509 -3.861
C 4.624 -1.146 -2.725
C 4.657 -0.270 2.263
H 2.993 1.823 4.423
H 4.897 1.274 5.898
H 6.738 -0.115 5.011
H 7.748 -1.347 3.324
H 7.734 -2.431 1.106
H 5.733 -2.248 -0.308
H 3.582 -3.389 1.602
H 3.039 -5.781 1.364
H 2.261 -6.668 -0.809
H 1.967 -5.145 -2.736
H 2.436 -2.738 -2.494
H 3.237 1.546 -1.182
H 4.098 2.659 -3.198
H 5.293 1.346 -4.922
H 5.643 -1.080 -4.608
H 4.796 -2.207 -2.598
C -4.242 -0.535 -2.347
C -5.130 0.635 -1.921
C -4.858 1.917 -2.705
C -3.519 2.567 -2.375
N -3.454 2.991 -0.961
C -2.725 2.424 0.044
Se -1.606 0.982 -0.138
N -2.998 3.096 1.195
C -2.436 2.815 2.532
C -2.927 1.522 3.174
C -4.435 1.445 3.436
C -5.294 1.192 2.191
C -3.871 4.110 0.922
C -4.462 5.076 1.747
C -5.306 5.962 1.135
C -5.572 5.914 -0.264
C -5.012 4.968 -1.075
C -4.158 4.045 -0.455
H -4.539 -1.450 -1.832
H -3.184 -0.354 -2.123
H -4.332 -0.716 -3.421
H -5.025 0.821 -0.845
H -6.174 0.361 -2.077
H -5.665 2.634 -2.540
H -4.848 1.698 -3.775
H -3.349 3.453 -2.986
H -2.700 1.877 -2.546
H -2.726 3.655 3.158
H -1.352 2.826 2.446
H -2.386 1.448 4.121
H -2.620 0.667 2.568
H -4.768 2.357 3.942
H -4.603 0.633 4.143
H -5.380 2.072 1.548
H -6.308 0.913 2.476
H -4.884 0.369 1.594
H -4.268 5.130 2.809
H -5.785 6.728 1.731
H -6.240 6.650 -0.692
H -5.216 4.937 -2.137
```

(4)
# C43H47BrCl3N7O2PS2Ta

A molecular structure, C43H47BrCl3N7O2PS2Ta (ωB97M-V with the def2-TZVPD basis set, the OMol25 dataset).

Values from the calculation:
**Relative energy (zero: lowest compared OMol25 entry of this formula, charge and spin)**: 30.9 kcal per mole
**Charge**: 0
**LUMO energy**: -0.338 eV
**Gap between HOMO and LUMO**: 7.2524 eV

Structure (XYZ):
```
107
C43H47BrCl3N7O2PS2Ta ωB97M-V with the def2-TZVPD basis set
Ta 1.108 0.351 0.267
S 2.856 -0.184 2.090
C 2.396 -1.841 2.017
C 3.003 -2.846 2.786
C 2.548 -4.137 2.664
C 1.501 -4.418 1.784
C 0.956 -3.374 1.070
N 1.379 -2.112 1.187
H 3.816 -2.587 3.450
H 2.999 -4.931 3.247
H 1.123 -5.421 1.654
H 0.141 -3.538 0.379
Cl -2.204 3.631 -5.815
C -1.658 2.596 -4.530
C -0.398 2.778 -3.988
C -0.011 1.945 -2.959
Cl 1.593 1.995 -2.330
C -0.825 0.961 -2.368
O -0.467 0.275 -1.320
C -2.040 0.748 -3.056
Cl -3.001 -0.644 -2.665
C -2.465 1.563 -4.089
H 0.272 3.534 -4.368
H -3.419 1.374 -4.560
Br -2.009 -0.294 -8.167
C -0.464 -1.223 -7.598
C -0.321 -2.558 -7.938
C 0.825 -3.230 -7.551
C 1.797 -2.591 -6.793
C 1.652 -1.241 -6.479
C 0.518 -0.554 -6.883
N 2.972 -3.378 -6.529
N 3.643 -3.338 -5.486
C 3.250 -2.678 -4.276
C 4.197 -1.857 -3.725
C 3.931 -1.094 -2.578
C 2.722 -1.197 -1.941
O 2.442 -0.425 -0.897
C 1.746 -2.126 -2.429
N 0.579 -2.216 -1.750
C -0.332 -3.045 -2.182
C -0.128 -3.919 -3.268
C 1.047 -3.850 -3.956
C 2.015 -2.886 -3.590
H -1.086 -3.056 -8.516
H 0.980 -4.264 -7.832
H 2.429 -0.718 -5.940
H 0.400 0.495 -6.644
H 5.146 -1.756 -4.236
H 4.673 -0.411 -2.185
H -1.277 -3.053 -1.646
H -0.891 -4.637 -3.536
H 1.241 -4.530 -4.772
C 3.348 6.583 3.309
C 2.989 5.128 3.303
C 3.088 4.341 4.451
C 2.715 3.021 4.329
N 2.299 2.494 3.179
C 2.285 3.304 2.134
S 1.869 2.745 0.509
N 2.589 4.607 2.149
H 2.971 7.080 4.203
H 2.945 7.063 2.421
H 4.434 6.695 3.297
H 3.430 4.752 5.390
H 2.737 2.346 5.180
C -3.573 2.391 3.311
C -2.148 2.261 2.764
C -2.009 3.099 1.480
C -1.182 2.858 3.791
P -1.614 0.490 2.419
N -0.310 0.524 1.476
C -2.973 -0.419 1.507
C -4.154 -0.855 2.380
C -3.493 0.519 0.411
C -2.391 -1.660 0.804
C -1.186 -0.397 4.020
C 0.169 0.108 4.545
C -1.018 -1.887 3.687
C -2.234 -0.253 5.129
H -3.740 3.443 3.557
H -3.733 1.813 4.222
H -4.331 2.107 2.585
H -2.002 4.153 1.765
H -2.833 2.952 0.787
H -1.075 2.892 0.961
H -1.316 3.942 3.796
H -0.149 2.647 3.539
H -1.382 2.500 4.800
H -4.624 -0.029 2.912
H -3.876 -1.622 3.101
H -4.908 -1.293 1.720
H -4.091 1.333 0.815
H -4.134 -0.059 -0.252
H -2.680 0.925 -0.188
H -2.252 -2.497 1.484
H -1.449 -1.437 0.303
H -3.102 -1.968 0.036
H 0.874 0.334 3.747
H 0.609 -0.677 5.164
H 0.062 0.993 5.168
H -0.388 -2.035 2.813
H -1.974 -2.383 3.530
H -0.533 -2.374 4.535
H -2.297 0.767 5.506
H -1.925 -0.887 5.964
H -3.231 -0.572 4.826
```